No. 1
{
  "formula": "C27H34BBr3Ca2ClF6MgNO6",
  "method": "wB97M-V/def2-TZVPD",
  "e_homo_ev": -9.974,
  "spin_multiplicity": 1,
  "total_charge": 2,
  "lumo_ev": -8.7,
  "orbital_gap_ev": 1.2648,
  "max_force_ev_per_a": 2.72,
  "species": ["O", "C", "C", "C", "C", "C", "C", "C", "C", "F", "C", "C", "C", "O", "C", "C", "C", "C", "C", "C", "C", "O", "C", "C", "C", "O", "C", "O", "H", "H", "H", "H", "H", "H", "H", "H", "H", "H", "H", "H", "H", "H", "H", "H", "H", "H", "H", "H", "H", "H", "H", "Cl", "Ca", "C", "C", "N", "H", "H", "H", "Br", "Ca", "C", "O", "H", "H", "H", "H", "F", "Br", "C", "C", "Br", "H", "H", "H", "H", "B", "F", "F", "F", "F", "Mg"],
  "coordinates": [[1.343, -3.610, 2.402], [0.986, -2.828, 1.574], [-0.473, -2.774, 1.042], [-1.597, -2.885, 1.871], [-2.828, -2.765, 1.295], [-3.038, -2.537, -0.083], [-4.411, -2.385, -0.663], [-4.524, -1.594, -1.964], [-4.005, -0.166, -1.945], [-4.950, 0.696, -1.348], [-1.906, -2.439, -0.927], [-0.652, -2.558, -0.367], [0.641, -2.423, -1.196], [0.788, -2.927, -2.282], [1.744, -1.609, -0.480], [1.916, -1.816, 0.908], [2.858, -1.107, 1.601], [3.672, -0.161, 0.953], [4.704, 0.615, 1.757], [6.174, 0.455, 1.265], [6.842, 1.848, 1.304], [6.177, 2.806, 0.472], [3.496, 0.061, -0.403], [4.341, 1.134, -1.133], [3.495, 2.487, -0.981], [2.188, 2.344, -1.609], [2.515, -0.693, -1.151], [2.247, -0.557, -2.571], [-1.455, -3.063, 2.937], [-3.712, -2.826, 1.933], [-4.935, -3.409, -0.763], [-5.003, -1.833, 0.095], [-4.056, -2.203, -2.756], [-5.612, -1.520, -2.260], [-3.044, -0.040, -1.435], [-3.835, 0.153, -2.992], [-1.981, -2.282, -2.004], [2.994, -1.246, 2.674], [4.369, 1.668, 1.802], [4.635, 0.249, 2.793], [6.734, -0.204, 1.940], [6.239, 0.004, 0.261], [7.911, 1.786, 1.062], [6.816, 2.244, 2.335], [5.492, 3.261, 0.971], [5.345, 1.274, -0.724], [4.375, 0.889, -2.220], [3.329, 2.688, 0.084], [4.014, 3.323, -1.479], [1.603, 1.818, -1.042], [2.869, -1.161, -3.013], [0.456, -4.869, 0.101], [-7.425, -0.692, -2.611], [3.946, 5.367, 4.008], [3.764, 4.344, 2.994], [3.637, 3.537, 2.180], [4.267, 6.309, 3.560], [3.018, 5.563, 4.559], [4.710, 5.070, 4.733], [-5.271, -5.122, 0.294], [3.278, 1.504, -3.655], [-6.006, 2.885, 2.027], [-5.680, 1.633, 1.415], [-6.354, 2.691, 3.038], [-5.123, 3.525, 2.069], [-6.798, 3.386, 1.465], [-5.373, 1.823, 0.526], [1.129, -5.758, 2.852], [-10.879, -1.665, -5.979], [-10.712, -3.531, -6.528], [-10.422, -4.417, -5.348], [-8.560, -4.254, -4.798], [-9.940, -3.568, -7.291], [-11.671, -3.787, -6.973], [-10.552, -5.467, -5.607], [-11.031, -4.185, -4.481], [8.244, 4.331, 3.704], [6.851, 4.654, 3.850], [8.646, 4.616, 2.385], [8.984, 5.087, 4.609], [8.424, 2.952, 3.958], [1.608, 3.861, 3.403]],
  "forces_ev_per_a": [[0.2, 1.7, 0.8], [-0.3, 0.3, 0.1], [1.2, -0.6, -0.5], [0.7, -0.4, 0.0], [-1.4, 0.1, 0.4], [0.9, 0.1, -1.4], [-0.9, 1.1, 0.7], [0.9, -0.6, 0.5], [0.7, -0.1, -1.1], [-0.4, -0.4, -0.4], [-0.4, -0.1, 0.4], [1.4, 0.0, -0.1], [-0.1, -0.1, 0.4], [-0.2, 0.9, 0.2], [-1.1, -0.8, -0.1], [-0.7, -0.4, -0.6], [0.4, 0.2, 0.3], [0.1, 0.0, 0.4], [-0.3, -0.6, 0.1], [0.0, 0.8, 0.3], [0.2, 0.0, 1.2], [0.0, -0.4, -0.9], [0.0, -0.3, -2.5], [-2.5, 0.7, 0.9], [0.8, -0.9, 0.1], [0.6, -0.1, -1.2], [0.5, 0.2, 1.3], [1.9, 1.3, 0.0], [-0.1, 0.0, -0.3], [0.2, 0.0, -0.2], [0.6, 0.5, 0.3], [0.0, -0.5, -0.1], [-0.2, 0.5, -0.1], [0.8, -0.6, 0.1], [-0.4, -0.2, 0.2], [-0.3, 0.3, 0.4], [0.0, -0.2, 0.3], [-0.1, -0.2, -0.3], [0.5, -0.7, -0.2], [0.1, 0.2, -0.3], [-0.2, 0.1, -0.2], [0.0, 0.0, 0.4], [-0.4, 0.2, -0.3], [0.1, -0.3, -0.2], [0.4, 0.1, 0.3], [-0.3, 0.2, -0.4], [1.3, -0.7, 1.1], [0.4, 0.2, -0.4], [-0.3, 0.0, 0.3], [0.1, 0.1, 0.1], [-0.6, -0.7, 0.2], [-0.7, -0.6, -0.1], [-0.6, -0.1, 0.1], [0.3, 0.4, 0.5], [2.1, 0.6, -0.1], [-0.1, 0.6, 0.2], [0.0, -0.1, -0.2], [-0.1, -0.1, -0.1], [0.1, -0.2, -0.3], [-0.4, -0.3, 0.0], [-1.7, 0.4, 0.5], [0.1, 0.0, -0.2], [-0.2, -0.1, -0.1], [0.0, -0.1, 0.0], [-0.1, 0.1, 0.1], [0.0, 0.1, 0.1], [0.1, 0.0, 0.1], [-0.3, -0.1, -0.6], [0.1, 0.1, 0.0], [-0.1, 0.1, 0.0], [-0.1, 0.0, -0.1], [0.2, 0.2, 0.3], [0.0, 0.0, 0.0], [0.0, 0.0, 0.1], [0.1, 0.0, 0.0], [0.0, 0.0, 0.0], [0.8, 0.1, 0.2], [-0.4, -0.2, -0.2], [-0.4, -0.1, 0.0], [-0.3, -0.1, -0.1], [-0.4, 0.1, -0.1], [-2.2, -0.7, 0.2]]
}

---

No. 2
{
  "formula": "C16H36ClCuP",
  "method": "wB97M-V/def2-TZVPD",
  "e_homo_ev": [-16.092, -16.092],
  "spin_multiplicity": 2,
  "total_charge": 2,
  "lumo_ev": [-9.5, -12.7],
  "orbital_gap_ev": [6.5769, 3.4248],
  "max_force_ev_per_a": 1.12,
  "species": ["Cu", "C", "C", "C", "C", "P", "C", "C", "C", "C", "C", "C", "C", "C", "C", "C", "C", "C", "H", "H", "H", "H", "H", "H", "H", "H", "H", "H", "H", "H", "H", "H", "H", "H", "H", "H", "H", "H", "H", "H", "H", "H", "H", "H", "H", "H", "H", "H", "H", "H", "H", "H", "H", "H", "Cl"],
  "coordinates": [[3.966, 5.751, 2.288], [-3.674, -2.582, 1.306], [-2.689, -3.154, 0.286], [-1.875, -2.058, -0.404], [-0.993, -1.312, 0.607], [0.356, -0.321, -0.071], [1.779, -0.293, 1.069], [1.590, 0.469, 2.380], [0.675, -0.165, 3.426], [0.888, 0.418, 4.819], [0.971, -1.011, -1.628], [2.365, -0.620, -2.073], [2.563, 0.831, -2.487], [3.960, 1.056, -3.042], [-0.271, 1.376, -0.271], [-1.725, 1.539, -0.708], [-1.978, 1.125, -2.157], [-3.430, 1.270, -2.528], [-4.168, -1.691, 0.917], [-3.134, -2.255, 2.204], [-4.369, -3.343, 1.648], [-3.241, -3.714, -0.468], [-1.987, -3.829, 0.782], [-2.578, -1.392, -0.911], [-1.265, -2.524, -1.181], [-0.585, -2.037, 1.319], [-1.579, -0.627, 1.226], [2.526, 0.231, 0.465], [2.077, -1.333, 1.206], [1.306, 1.519, 2.242], [2.579, 0.536, 2.853], [0.882, -1.243, 3.452], [-0.376, -0.148, 3.116], [1.078, 1.493, 4.766], [1.741, -0.051, 5.307], [0.013, 0.268, 5.446], [0.219, -0.841, -2.401], [0.895, -2.096, -1.465], [2.702, -1.266, -2.887], [3.103, -0.863, -1.299], [2.415, 1.499, -1.627], [1.808, 1.065, -3.243], [4.069, 2.053, -3.472], [4.188, 0.347, -3.839], [4.743, 0.967, -2.286], [0.442, 1.903, -0.908], [-0.120, 1.801, 0.730], [-1.959, 2.602, -0.630], [-2.365, 1.010, 0.001], [-1.653, 0.102, -2.350], [-1.371, 1.814, -2.753], [-4.095, 0.630, -1.945], [-3.626, 1.102, -3.588], [-3.795, 2.292, -2.368], [3.004, 3.699, 1.128]],
  "forces_ev_per_a": [[-0.3, -0.7, -0.4], [0.8, 0.1, 0.4], [-0.1, 0.3, 0.2], [-0.2, -0.2, -0.2], [-0.1, -0.2, 0.1], [-0.2, 0.2, -0.1], [-0.7, 0.7, -0.5], [0.4, -0.1, 0.8], [-0.1, -0.8, -0.3], [-0.2, 0.1, -0.2], [-0.6, -0.8, 0.1], [1.0, -0.1, 0.3], [0.0, -0.2, -0.1], [0.2, 0.3, -0.3], [0.6, -0.1, 0.6], [0.2, -0.1, -0.1], [0.1, 0.4, 0.3], [-0.8, 0.6, -0.3], [-0.4, -0.2, -0.1], [-0.1, 0.0, 0.0], [-0.3, 0.1, -0.1], [0.1, -0.1, -0.1], [-0.1, -0.2, -0.1], [0.2, 0.2, 0.0], [0.0, 0.1, 0.0], [0.2, 0.0, -0.2], [-0.1, 0.0, -0.1], [0.3, -0.2, 0.1], [0.2, 0.0, 0.1], [-0.1, -0.1, -0.3], [0.0, -0.1, -0.1], [0.1, 0.1, 0.1], [0.0, 0.4, 0.1], [-0.1, 0.0, 0.0], [0.0, 0.0, 0.0], [0.0, 0.0, 0.1], [0.1, 0.3, 0.0], [0.3, 0.1, 0.0], [-0.4, 0.0, -0.2], [-0.2, 0.0, 0.1], [-0.1, 0.0, -0.1], [0.0, 0.2, 0.1], [-0.1, 0.0, 0.0], [0.0, 0.0, 0.0], [-0.1, -0.2, 0.1], [-0.2, 0.0, -0.2], [-0.2, 0.0, -0.1], [-0.1, 0.0, 0.1], [-0.2, 0.0, -0.1], [0.1, 0.0, 0.0], [0.0, -0.3, -0.3], [0.1, -0.2, 0.0], [0.2, -0.3, 0.0], [0.2, 0.0, 0.2], [0.4, 0.8, 0.5]]
}

---

No. 3
{
  "formula": "CH3BrClN",
  "method": "wB97M-V/def2-TZVPD",
  "e_homo_ev": -10.986,
  "spin_multiplicity": 1,
  "lumo_ev": 0.4,
  "orbital_gap_ev": 11.4245,
  "smiles": "[H]/N=C\\Cl.Br",
  "max_force_ev_per_a": 4.94,
  "e_above_lowest_kj_mol": 78.7,
  "species": ["C", "N", "Cl", "Br", "H", "H", "H"],
  "coordinates": [[-0.133, 0.325, -0.639], [-0.834, 1.343, -0.451], [1.434, 0.219, -1.578], [0.855, -2.051, 1.930], [-0.380, -0.594, -0.372], [-0.516, -1.453, 1.915], [-0.428, 2.212, -0.805]],
  "forces_ev_per_a": [[1.4, 4.3, -2.0], [0.7, -0.4, 0.0], [-0.9, 0.3, 0.6], [-1.5, 0.7, 0.0], [-1.1, -3.9, 1.3], [1.5, -0.7, 0.1], [0.0, -0.2, 0.0]]
}

---

No. 4
{
  "formula": "C20H41N2P3STm",
  "method": "wB97M-V/def2-TZVPD",
  "e_homo_ev": [-16.212, -16.214],
  "spin_multiplicity": 3,
  "total_charge": 3,
  "lumo_ev": [-8.9, -8.8],
  "orbital_gap_ev": [7.3585, 7.4503],
  "max_force_ev_per_a": 2.34,
  "e_above_lowest_kj_mol": 0.0,
  "species": ["Tm", "P", "P", "P", "H", "C", "C", "H", "C", "C", "C", "C", "C", "C", "C", "C", "C", "H", "H", "H", "H", "H", "H", "H", "H", "H", "H", "H", "H", "H", "H", "H", "H", "H", "H", "H", "H", "H", "H", "H", "H", "H", "H", "H", "H", "H", "C", "C", "C", "C", "C", "C", "S", "H", "H", "H", "H", "H", "H", "N", "C", "C", "N", "C", "H", "H", "H", "H"],
  "coordinates": [[0.231, -1.441, -0.965], [-0.541, 1.474, 0.529], [-2.509, -1.608, -0.945], [3.211, 0.933, -0.980], [1.614, -2.939, -3.948], [2.022, -2.144, -3.305], [1.921, -2.556, -1.854], [1.526, -3.580, -1.791], [-0.902, 2.967, -0.504], [-2.055, 1.520, 1.568], [0.572, 2.276, 1.762], [-3.390, -2.981, -1.717], [-3.452, -1.507, 0.621], [-3.130, -0.191, -1.945], [4.463, 0.093, -1.942], [3.430, 0.564, 0.743], [3.027, 2.667, -1.428], [3.079, -2.025, -3.594], [2.909, -2.461, -1.391], [-1.258, 3.803, 0.119], [-1.678, 2.724, -1.243], [0.002, 3.285, -1.041], [-2.094, 2.464, 2.142], [-2.031, 0.681, 2.281], [-2.967, 1.440, 0.954], [0.019, 3.026, 2.351], [1.421, 2.774, 1.272], [0.950, 1.511, 2.455], [-4.208, -3.339, -1.066], [-2.696, -3.816, -1.892], [-3.814, -2.653, -2.678], [-4.141, -0.654, 0.635], [-2.755, -1.428, 1.462], [-4.028, -2.432, 0.755], [-3.987, -0.534, -2.541], [-2.349, 0.141, -2.646], [-3.430, 0.661, -1.322], [5.310, 0.781, -2.092], [4.030, -0.199, -2.913], [4.772, -0.814, -1.397], [4.400, 0.989, 1.067], [3.455, -0.527, 0.901], [2.628, 0.985, 1.369], [3.973, 2.998, -1.890], [2.775, 3.283, -0.545], [2.205, 2.757, -2.172], [-0.099, -0.386, -4.591], [-0.354, 0.973, -4.885], [-1.241, 1.301, -5.896], [-1.976, 0.283, -6.510], [-1.879, -1.042, -6.077], [-0.932, -1.398, -5.092], [1.360, -0.442, -3.585], [1.993, 0.517, -1.670], [0.252, 1.725, -4.360], [-1.322, 2.340, -6.203], [-2.621, 0.553, -7.342], [-2.524, -1.810, -6.517], [-0.835, -2.421, -4.719], [0.839, -2.973, 3.014], [1.166, -4.116, 2.270], [1.174, -3.717, 0.980], [0.859, -2.349, 0.918], [0.665, -1.944, 2.188], [0.739, -2.945, 4.038], [1.366, -5.083, 2.681], [1.398, -4.274, 0.074], [0.402, -0.936, 2.505]],
  "forces_ev_per_a": [[-0.3, 2.2, -0.6], [-0.3, 1.3, 0.2], [-1.8, 0.1, -0.2], [-0.9, 0.1, -1.5], [-0.1, 0.8, -0.2], [0.7, -0.7, -0.4], [0.3, -0.2, -0.4], [0.5, -0.2, 0.0], [0.1, -0.3, -0.4], [-0.3, -0.5, 0.2], [0.3, -0.3, 0.1], [0.0, -1.0, -0.6], [0.3, 0.0, 0.7], [0.3, 0.3, -0.2], [0.3, -0.1, -0.1], [-0.1, -0.1, 0.8], [0.2, 0.5, 0.0], [-0.4, -0.2, -0.2], [-0.2, -0.5, 0.2], [0.2, -0.4, -0.1], [0.2, 0.1, 0.1], [-0.3, 0.0, 0.1], [0.0, -0.4, -0.4], [-0.2, 0.3, -0.1], [0.3, 0.0, 0.3], [0.2, -0.3, -0.3], [-0.2, -0.1, 0.2], [0.0, 0.3, 0.0], [0.4, 0.2, -0.4], [-0.4, 0.1, -0.1], [0.2, -0.3, 0.3], [0.2, -0.2, -0.1], [-0.3, 0.1, 0.0], [0.2, 0.3, 0.0], [0.2, 0.2, 0.3], [-0.2, 0.0, 0.0], [0.1, -0.2, -0.1], [-0.1, -0.4, 0.0], [0.3, 0.3, 0.3], [0.1, 0.4, -0.3], [-0.4, -0.2, -0.1], [0.1, 0.3, -0.2], [0.4, -0.1, -0.3], [-0.4, 0.2, 0.3], [0.3, -0.2, -0.5], [0.6, -0.1, 0.4], [-1.0, 0.8, -0.3], [0.4, -0.5, -0.2], [0.0, -0.2, 0.4], [0.0, 0.0, -0.1], [0.2, 0.0, 0.3], [0.3, 0.4, 0.1], [-0.7, -0.8, 0.5], [0.6, -0.4, 1.5], [-0.3, -0.1, -0.5], [-0.2, -0.2, 0.0], [0.0, -0.2, 0.2], [0.3, 0.3, 0.2], [0.0, 0.2, -0.5], [0.2, -0.8, 0.5], [-0.3, 0.9, 0.1], [0.0, 0.5, -0.2], [0.1, -0.3, 1.6], [0.1, -0.5, -0.6], [0.1, 0.0, -0.7], [0.0, -0.1, 0.4], [0.0, 0.1, 0.5], [0.1, -0.4, -0.1]]
}

---

No. 5
{
  "formula": "C5H9NO",
  "method": "wB97M-V/def2-TZVPD",
  "e_homo_ev": -10.051,
  "spin_multiplicity": 1,
  "lumo_ev": 0.7,
  "orbital_gap_ev": 10.7862,
  "smiles": "C[C@H](C#N)CCO",
  "max_force_ev_per_a": 3.53,
  "e_above_lowest_kj_mol": 225.0,
  "species": ["C", "C", "C", "C", "O", "C", "N", "H", "H", "H", "H", "H", "H", "H", "H", "H"],
  "coordinates": [[-1.929, -0.282, -0.433], [-0.524, -0.367, 0.118], [0.119, 1.007, 0.323], [1.576, 0.689, 0.007], [1.662, -0.298, -1.260], [-0.390, -1.202, 1.318], [-0.199, -1.909, 2.216], [-1.869, 0.238, -1.393], [-2.628, 0.269, 0.192], [-2.300, -1.292, -0.582], [0.197, -0.858, -0.777], [-0.276, 1.707, -0.420], [-0.020, 1.490, 1.314], [2.044, 0.167, 0.852], [2.124, 1.553, -0.348], [2.414, -0.912, -1.126]],
  "forces_ev_per_a": [[-0.2, -0.2, -0.2], [0.5, -0.8, -1.3], [0.5, -0.5, -0.7], [0.9, -1.1, -1.6], [0.9, 1.6, 1.9], [0.3, -0.7, 0.4], [-0.3, 0.8, -0.8], [-0.1, -0.2, 0.0], [0.0, 0.0, 0.2], [-0.3, 0.0, -0.2], [-2.2, 0.9, 2.6], [0.0, -0.2, 0.0], [0.3, -0.6, -0.5], [0.1, 0.2, -0.4], [0.3, 0.1, 0.3], [-0.5, 0.7, 0.1]]
}